[1]
{"formula": "CCl4", "method": "wB97M-V/def2-TZVPD", "species": ["C", "Cl", "Cl", "Cl", "Cl"], "xyz": [[0.002027, 0.002117, 0.001796], [1.087174, -1.220140, 0.668725], [0.509938, 0.405633, -1.643556], [-1.649052, -0.636853, -0.032165], [0.049913, 1.449243, 1.005201]], "forces_ev_per_a": [[-0.072, -0.076, -0.081], [0.013, 0.003, 0.006], [-0.018, -0.009, 0.046], [0.067, 0.031, -0.008], [0.011, 0.051, 0.037]], "charge": 0, "smiles": "ClC(Cl)(Cl)Cl", "de_lowest_kcal_mol": 0.00, "gap_ev": 11.7}

---

[2]
{"formula": "H4S2", "method": "wB97M-V/def2-TZVPD", "species": ["S", "H", "H", "S", "H", "H"], "xyz": [[-0.852238, -3.124830, -2.703306], [-1.534368, -2.562080, -3.718046], [0.116432, -2.192581, -2.768926], [0.936972, 2.590898, 3.657892], [1.230222, 1.885248, 2.549842], [0.102982, 3.403348, 2.982542]], "forces_ev_per_a": [[0.042, 0.219, -0.155], [0.098, -0.082, 0.147], [-0.139, -0.136, 0.008], [-0.077, 0.017, -0.260], [-0.043, 0.101, 0.162], [0.120, -0.117, 0.099]], "charge": 0, "smiles": "S.S", "de_lowest_kcal_mol": 1.25, "gap_ev": 10.6}

---

[3]
{"formula": "C41H50CsI2N7O4", "method": "wB97M-V/def2-TZVPD", "species": ["Cs", "C", "C", "C", "C", "C", "C", "C", "C", "C", "C", "C", "C", "N", "C", "O", "C", "C", "C", "C", "C", "N", "C", "O", "N", "C", "C", "C", "C", "C", "C", "C", "C", "C", "C", "C", "C", "H", "H", "H", "H", "H", "H", "H", "H", "H", "H", "H", "H", "H", "H", "H", "H", "H", "H", "H", "H", "H", "H", "H", "H", "H", "H", "H", "H", "H", "H", "H", "H", "H", "H", "H", "H", "H", "O", "C", "C", "C", "C", "C", "C", "N", "H", "H", "H", "H", "H", "H", "H", "H", "H", "H", "H", "I", "I", "N", "C", "O", "C", "C", "N", "C", "N", "H", "H"], "xyz": [[-1.025938, -1.300619, 0.086722], [4.349173, -0.800208, 2.497904], [3.455814, -0.618000, 1.260244], [3.997337, 0.529692, 0.400632], [3.314581, -1.924608, 0.493398], [4.315210, -2.300088, -0.397521], [4.228936, -3.472088, -1.138323], [3.116917, -4.282280, -0.968993], [2.089516, -3.955031, -0.083291], [0.907106, -4.915568, -0.001330], [-0.239159, -4.494781, -0.939561], [0.390059, -5.196056, 1.420412], [2.167471, -2.754757, 0.660546], [1.084504, -2.309186, 1.417872], [1.123674, -2.266862, 2.732088], [1.919973, -2.817341, 3.527780], [0.020881, -1.407696, 3.352609], [-0.268365, -1.548684, 4.701686], [-1.153693, -0.662350, 5.291740], [-1.703281, 0.348767, 4.523247], [-1.366070, 0.411386, 3.177711], [-0.537971, -0.450871, 2.593742], [-1.931027, 1.560848, 2.365166], [-3.231615, 1.557772, 2.140647], [-1.116329, 2.501488, 2.064788], [-1.499308, 3.691400, 1.399737], [-1.950036, 3.739498, 0.064292], [-2.102896, 4.984421, -0.548582], [-1.849011, 6.169236, 0.123097], [-1.434331, 6.115411, 1.447358], [-1.259851, 4.896234, 2.092946], [-0.755244, 4.848081, 3.522227], [0.775432, 4.765893, 3.538282], [-1.255061, 6.019871, 4.370351], [-2.312082, 2.486542, -0.705952], [-1.671541, 2.418310, -2.096777], [-3.834459, 2.354533, -0.835781], [4.410357, 0.135299, 3.068407], [3.961239, -1.583113, 3.149895], [5.364956, -1.072409, 2.181598], [2.456762, -0.332332, 1.591114], [5.061238, 0.393375, 0.175846], [3.457771, 0.624825, -0.546460], [3.896038, 1.475900, 0.941544], [5.183113, -1.657683, -0.519159], [5.014525, -3.748926, -1.831490], [3.032614, -5.203281, -1.539481], [1.291634, -5.862146, -0.384731], [-0.625621, -3.511776, -0.668258], [0.081487, -4.455468, -1.983111], [-1.070742, -5.201635, -0.867983], [-0.347565, -4.455198, 1.728104], [-0.093183, -6.178523, 1.446584], [1.194116, -5.178905, 2.161198], [0.234811, -2.331898, 5.253392], [-1.397787, -0.744417, 6.343217], [-2.385449, 1.077355, 4.940769], [-2.448002, 5.026367, -1.577274], [-1.975304, 7.123353, -0.378662], [-1.241488, 7.039225, 1.987311], [-1.122121, 3.925764, 3.966984], [1.204097, 5.675700, 3.103195], [1.156183, 4.660414, 4.560957], [1.114175, 3.905422, 2.955643], [-0.696284, 6.938800, 4.157338], [-2.314005, 6.220292, 4.190207], [-1.124597, 5.799608, 5.433586], [-1.926291, 1.638983, -0.149208], [-1.968496, 3.264001, -2.724862], [-0.582121, 2.400448, -2.025030], [-1.989268, 1.501791, -2.603808], [-4.213349, 3.133049, -1.512002], [-4.103237, 1.379947, -1.253202], [-4.324032, 2.463324, 0.129126], [0.516125, 0.319121, -0.936255], [1.241244, 0.052552, -1.893904], [1.435669, -1.352532, -2.407330], [0.775306, -1.560370, -3.785334], [1.629495, -1.086839, -4.962852], [1.924308, 0.412416, -4.983523], [2.703870, 0.889724, -3.758389], [1.896530, 1.047441, -2.553488], [1.009591, -2.032954, -1.673173], [2.506960, -1.577465, -2.461564], [-0.202477, -1.064097, -3.805932], [0.566926, -2.620567, -3.911268], [1.132984, -1.371126, -5.895128], [2.584387, -1.628971, -4.936940], [0.985761, 0.975264, -5.030309], [2.496070, 0.660011, -5.884491], [3.153101, 1.860345, -3.954702], [3.526883, 0.196918, -3.559501], [1.696511, 1.972638, -2.211700], [-4.272721, -0.379738, 1.936866], [-5.832637, -2.806322, 1.604545], [-4.780550, -1.784873, -2.067520], [-3.541916, -2.288806, -2.379949], [-2.596652, -2.061694, -1.596280], [-3.431561, -3.010286, -3.627217], [-4.580436, -3.195031, -4.454157], [-5.524564, -3.307826, -5.117528], [-2.213122, -3.600767, -4.069354], [-1.246001, -4.095974, -4.469449], [-5.582476, -2.190237, -2.521450], [-4.902099, -1.577795, -1.085129]], "forces_ev_per_a": [[-1.443, 0.102, 1.229], [-0.003, 0.041, -0.060], [0.034, -0.085, 0.038], [-0.007, -0.003, -0.044], [-0.110, -0.044, -0.030], [-0.051, -0.042, 0.057], [-0.088, 0.043, 0.088], [-0.062, 0.035, 0.059], [0.020, 0.040, 0.011], [-0.074, 0.145, 0.077], [0.196, -0.071, 0.201], [0.023, 0.018, -0.064], [0.224, -0.076, 0.144], [1.080, -0.292, 0.386], [0.170, -0.286, 0.096], [-0.165, 0.187, -0.201], [0.118, 0.214, -0.125], [-0.032, -0.067, 0.088], [0.021, -0.001, -0.041], [-0.071, -0.088, 0.041], [0.073, 0.137, -0.060], [0.428, 0.447, 1.521], [-0.505, 0.031, -0.040], [0.797, 0.139, 0.156], [-0.081, 0.120, -0.183], [0.045, -0.143, -0.037], [0.009, 0.060, 0.079], [-0.068, -0.042, 0.067], [0.036, -0.079, 0.045], [-0.017, -0.024, 0.019], [0.057, 0.045, -0.055], [0.047, 0.080, -0.033], [0.035, -0.023, 0.001], [0.074, 0.044, 0.041], [0.002, 0.012, -0.199], [0.055, 0.028, 0.015], [0.004, 0.077, -0.129], [-0.008, -0.088, -0.058], [-0.026, 0.006, -0.042], [-0.079, 0.021, 0.041], [-0.070, -0.001, 0.017], [-0.054, 0.016, 0.001], [0.063, -0.021, 0.149], [0.014, -0.054, -0.024], [-0.046, -0.031, 0.008], [0.006, -0.003, -0.005], [-0.006, 0.016, 0.020], [0.056, -0.123, -0.057], [0.115, -0.737, -0.237], [-0.019, 0.005, 0.035], [0.017, 0.037, -0.035], [0.022, -0.005, -0.006], [0.013, 0.048, -0.014], [-0.035, 0.006, -0.080], [-0.012, 0.043, -0.029], [-0.012, -0.007, 0.041], [-0.029, 0.006, 0.002], [0.019, -0.038, 0.059], [0.000, -0.049, 0.037], [-0.024, -0.098, -0.063], [-0.115, -0.078, 0.017], [-0.009, -0.055, 0.018], [-0.046, 0.023, -0.076], [-0.052, 0.072, 0.055], [-0.071, -0.066, 0.003], [0.041, -0.038, 0.031], [0.034, 0.024, -0.040], [-0.021, -0.130, 0.109], [-0.012, -0.047, 0.032], [-0.082, 0.034, 0.008], [0.035, 0.033, 0.043], [0.011, -0.089, 0.073], [0.020, 0.045, 0.000], [0.011, -0.007, 0.037], [1.792, 1.406, -1.353], [0.041, 0.257, 0.150], [-0.084, 0.126, -0.253], [0.130, 0.104, 0.065], [-0.014, -0.010, 0.076], [-0.118, -0.029, 0.086], [-0.117, -0.040, 0.150], [-0.040, -0.271, -0.180], [0.101, 0.032, -0.148], [-0.057, -0.036, 0.061], [0.031, -0.049, 0.023], [-0.007, -0.008, 0.001], [0.007, 0.005, 0.038], [-0.033, 0.013, -0.025], [0.026, 0.004, -0.045], [0.014, -0.015, 0.047], [0.023, 0.100, -0.012], [0.046, -0.013, 0.034], [0.012, 0.059, 0.011], [-0.543, -0.273, 0.016], [0.147, 0.178, 0.036], [-0.062, -0.004, 0.061], [0.084, -0.109, -0.212], [-1.698, -0.982, -2.178], [-0.104, -0.196, -0.240], [0.492, 0.157, 0.233], [0.052, -0.032, 0.112], [-0.478, 0.285, 0.259], [-0.046, -0.001, 0.024], [-0.027, 0.002, -0.022], [0.010, -0.010, -0.046]], "charge": -2, "gap_ev": 6.6}

---

Record order is preserved below.
Max |F|: 0.13 0.27 2.93 eV/A
Record order is preserved below.
Total energy: -1878.85734 -798.74742 -2892.33667 Ha